No. 1
Entry from the Open Molecules 2025 dataset: 2 unconnected molecules or ions with the total composition C5H9F2P in a non-equilibrium geometry (ωB97M-V/def2-TZVPD).

Properties
ΔE to the lowest compared entry with this formula, charge and spin	1.2331	eV
frontier orbital gap	9.444	eV
LUMO level	0.304	eV

CARTESIAN COORDINATES (ANGSTROEM)
F -2.625644 -0.941637 1.148613
C -2.677763 -0.441085 -0.055021
F -1.781829 -1.088024 -0.862894
P -3.511712 0.954051 -0.475490
H -2.814284 0.762090 -1.788253
C -0.423593 1.211069 0.768297
C 0.333945 0.124776 0.735385
C 1.030890 -0.500885 -0.442177
C 2.512994 -0.502599 -0.165408
H -0.601075 1.703342 1.673566
H -0.620805 1.716468 -0.148745
H 0.695520 -0.241423 1.710209
H 0.913506 0.169265 -1.297091
H 0.544019 -1.442966 -0.791289
H 2.895817 -1.255168 0.664601
H 2.858445 0.489183 0.289805
H 3.271567 -0.716458 -0.964110

Atomic forces in eV per Å
F -0.11 -0.56 -0.03
C 1.10 0.18 -0.78
F -1.39 0.38 1.18
P 0.71 -0.81 -1.54
H -0.97 0.59 1.04
C 1.46 -0.66 -1.15
C 0.79 -0.15 1.04
C -0.64 0.34 -0.94
C 3.29 -0.81 2.36
H -0.70 0.52 1.19
H -0.42 0.41 -0.48
H -0.38 -0.19 -0.35
H -0.31 0.10 -0.10
H 0.82 0.35 0.64
H -1.25 1.19 -1.39
H -0.72 -1.08 -0.78
H -1.27 0.21 0.09

***

No. 2
Entry from the Open Molecules 2025 dataset: a molecular structure, C5H9F6NO4S2SeSiTl (ωB97M-V/def2-TZVPD).

Properties
frontier orbital gap (spin up / spin down)	4.675 / 4.663	eV
LUMO level (spin up / spin down)	-8.448 / -8.462	eV
charge	+1

CARTESIAN COORDINATES (ANGSTROEM)
Tl -0.626170 -3.216349 -0.453643
F -2.811196 -1.724033 4.056825
C -1.494954 -1.860833 4.042952
F -0.927327 -0.718456 4.365218
F -1.141204 -2.822517 4.867366
S -1.030721 -2.330314 2.277955
O -0.551803 -1.133680 1.592409
O -2.238021 -2.891123 1.694913
N 0.043570 -3.488167 2.215617
S 1.492033 -3.312318 2.917387
O 1.463210 -2.293976 3.923020
O 2.044879 -4.599161 3.150864
C 2.557711 -2.597059 1.564757
F 2.025923 -2.853398 0.333644
F 3.757006 -3.138508 1.595280
F 2.658774 -1.282238 1.677681
C 1.362321 3.308677 -2.501289
Si -0.363660 2.731259 -2.728752
C -1.695914 3.657796 -1.871787
C -0.782397 2.093121 -4.404289
Se -0.370146 0.596465 -1.500591
H 1.474004 4.264183 -3.022907
H 2.078517 2.606017 -2.929441
H 1.612826 3.467700 -1.451794
H -1.794617 4.638521 -2.346939
H -1.477131 3.816816 -0.815166
H -2.655055 3.144976 -1.956309
H -0.826931 2.940750 -5.095146
H -1.754483 1.598159 -4.420736
H -0.029046 1.397701 -4.777107

Atomic forces in eV per Å
Tl -0.10 -0.41 -0.12
F -0.06 0.08 0.03
C 0.05 -0.08 -0.16
F 0.04 0.01 0.06
F 0.00 -0.03 0.07
S -0.09 0.26 -0.38
O -0.12 0.01 0.22
O 0.17 0.06 0.01
N 0.08 0.00 0.22
S -0.10 0.05 0.28
O 0.02 -0.16 -0.14
O -0.05 0.04 -0.11
C 0.05 0.02 -0.03
F 0.05 -0.02 -0.06
F 0.05 0.03 0.02
F -0.02 0.08 -0.05
C 0.22 -0.02 0.11
Si -0.04 -0.06 0.02
C -0.15 0.03 0.17
C -0.05 -0.20 -0.12
Se 0.03 0.02 0.12
H 0.01 -0.01 0.00
H 0.02 0.05 -0.02
H 0.00 0.05 -0.02
H -0.01 -0.01 0.01
H 0.01 0.05 -0.02
H -0.02 0.05 -0.02
H 0.00 0.00 0.01
H -0.01 0.04 -0.04
H 0.00 0.04 -0.05

***

No. 3
Entry from the Open Molecules 2025 dataset: a single C5H9FN2O2 molecule in a non-equilibrium geometry (ωB97M-V/def2-TZVPD).

Properties
ΔE to the lowest compared entry with this formula, charge and spin	5.6391	eV
frontier orbital gap	11.258	eV
LUMO level	0.564	eV

CARTESIAN COORDINATES (ANGSTROEM)
O -3.665301 1.508993 0.517159
N -3.796984 0.397135 0.154363
O -4.755565 -0.102776 -0.290554
N -2.688744 -0.460404 0.380284
F -2.703238 -1.568930 -0.483932
C -1.354302 0.156871 0.313625
C -0.361719 -0.900948 0.884705
C 0.964919 -0.249549 0.649135
C 0.832252 0.386153 -0.768346
C -0.752288 0.422599 -1.025799
H -1.313287 1.016620 0.841706
H -0.346417 -1.721411 0.302029
H -0.464056 -1.157999 1.971679
H 1.738308 -0.898723 0.618729
H 1.281255 0.646130 1.199839
H 1.102464 1.353666 -0.686358
H 1.503795 -0.234188 -1.354962
H -1.150673 1.433575 -1.540187
H -0.924442 -0.467165 -1.630479

Atomic forces in eV per Å
O 0.77 2.47 1.07
N 1.07 -1.39 -0.71
O -2.33 -1.37 -1.16
N 0.90 -0.20 0.38
F -0.52 1.04 0.40
C 0.75 -3.89 -0.78
C 0.15 3.51 3.59
C -1.21 3.33 -1.03
C -2.25 -2.58 0.78
C 0.80 1.03 -2.42
H -0.47 2.48 2.23
H -0.49 -3.06 -1.82
H -0.48 0.11 -1.02
H 2.46 -2.19 0.31
H -0.55 -0.73 1.11
H 1.57 3.06 -0.27
H -0.62 0.47 -1.16
H 1.01 -2.47 1.02
H -0.55 0.39 -0.51

***

No. 4
Entry from the Open Molecules 2025 dataset: a single C5H9FO molecule in a non-equilibrium geometry (ωB97M-V/def2-TZVPD).

Properties
ΔE to the lowest compared entry with this formula, charge and spin	3.8513	eV
frontier orbital gap	9.290	eV
LUMO level	0.883	eV

CARTESIAN COORDINATES (ANGSTROEM)
C -0.550453 -1.757533 -0.724070
O -0.919983 -1.415688 0.639410
C -0.731014 -0.219324 1.170405
C 0.067355 0.681128 0.522636
C 0.109423 2.069267 1.326220
C 1.092841 0.407429 -0.632016
F 0.683298 0.213428 -1.992247
H -0.525632 -0.743349 -1.225950
H 0.474476 -2.195253 -0.880463
H -1.473546 -2.465806 -0.910862
H -1.167326 -0.100869 2.164586
H -0.394650 2.804094 0.685695
H 1.353458 2.293493 1.245339
H -0.348048 2.068105 2.496301
H 1.762000 1.244669 -0.455474
H 1.600539 -0.586222 -0.283277

Atomic forces in eV per Å
C -2.16 0.52 0.31
O -0.25 -2.09 1.01
C 2.34 0.44 -2.44
C -1.54 1.12 2.24
C 2.82 -0.86 -0.11
C -0.08 -1.72 2.72
F 0.94 1.53 1.19
H -1.12 -2.28 -0.11
H -1.27 -0.03 0.58
H 2.35 1.24 -0.65
H -0.06 0.12 -0.53
H 0.14 0.20 0.63
H -3.48 0.08 0.97
H 1.51 -0.16 -3.53
H 0.40 -0.04 -1.20
H -0.56 1.94 -1.07

***

No. 5
Entry from the Open Molecules 2025 dataset: 2 unconnected molecules or ions with the total composition C5H9FO2 in a non-equilibrium geometry (ωB97M-V/def2-TZVPD).

Properties
ΔE to the lowest compared entry with this formula, charge and spin	3.2036	eV
frontier orbital gap	9.202	eV
LUMO level	0.929	eV

CARTESIAN COORDINATES (ANGSTROEM)
C 1.275372 -1.357162 0.731000
C 0.301636 -0.211270 1.144273
C 0.176836 0.888245 0.388318
F -0.489893 1.996399 0.802419
O 0.672356 1.004057 -0.833650
C 1.188154 2.353630 -1.272612
H 1.849802 -1.632190 1.693625
H 1.828774 -0.955183 -0.138328
H 0.574056 -2.172317 0.539667
H -0.172958 -0.208544 2.132086
H 0.381613 3.108757 -1.066138
H 1.699828 2.105996 -2.290804
H 2.085570 2.567303 -0.633546
C -2.803149 -1.780661 -0.303034
O -2.710426 -0.663035 0.031647
H -2.377610 -2.764478 0.188665
H -3.479960 -2.279548 -1.113590

Atomic forces in eV per Å
C -1.40 1.30 2.02
C 0.92 0.77 -0.05
C 0.21 -0.60 1.13
F -0.06 -0.40 -0.09
O 0.50 1.41 -1.38
C 1.24 -1.80 0.64
H -0.37 0.41 -1.90
H 0.05 -0.95 0.60
H 0.69 -0.42 -0.56
H 0.08 -0.09 -0.57
H 1.00 -0.67 -1.10
H -1.85 0.97 1.48
H -0.91 0.07 -0.21
C -1.18 -5.03 -0.64
O 0.22 1.31 0.20
H 0.36 1.96 0.13
H 0.53 1.77 0.30

***

No. 6
Entry from the Open Molecules 2025 dataset: a gas-phase ion, C5H9IN (charge +1) in a non-equilibrium geometry (ωB97M-V/def2-TZVPD).

Properties
ΔE to the lowest compared entry with this formula, charge and spin	0.7538	eV
frontier orbital gap	10.051	eV
LUMO level	-3.516	eV
charge	+1

CARTESIAN COORDINATES (ANGSTROEM)
C -0.068526 -1.579176 -0.577962
N 0.337596 -0.629195 0.484576
C -0.843785 0.135822 0.884986
C -0.923436 1.297240 -0.060278
C 0.545934 1.438807 -0.489268
C 1.270158 0.414944 -0.078470
I 3.297675 -0.103138 0.063635
H -0.607621 -1.087483 -1.348089
H 0.875524 -1.743714 -1.042267
H -0.503520 -2.507000 -0.210725
H 0.811526 -1.078225 1.265185
H -0.681036 0.488555 1.983862
H -1.790695 -0.572464 0.772566
H -1.327368 2.225165 0.474559
H -1.416366 1.106364 -0.963418
H 1.023945 2.193495 -1.158897

Atomic forces in eV per Å
C 1.83 -0.72 0.03
N -0.07 0.45 0.00
C -2.70 -0.80 2.61
C 1.68 2.14 0.90
C 0.82 0.83 -0.45
C 0.16 -0.70 0.31
I -0.72 0.30 -0.34
H -1.02 0.58 -0.19
H 0.69 -1.10 -0.63
H -0.10 0.32 0.14
H -0.25 -0.38 0.05
H -0.52 -0.66 -1.98
H 2.01 1.55 0.70
H 0.54 -1.27 -1.05
H -1.51 -0.23 -1.08
H -0.83 -0.30 0.97

***

No. 7
Entry from the Open Molecules 2025 dataset: a gas-phase ion, C5H9IN2P (charge +1) in a non-equilibrium geometry (ωB97M-V/def2-TZVPD).

Properties
frontier orbital gap (spin up / spin down)	8.515 / 6.378	eV
LUMO level (spin up / spin down)	-3.611 / -6.654	eV
charge	+1
multiplicity	3
⟨S²⟩	2.017

CARTESIAN COORDINATES (ANGSTROEM)
C 1.188275 -0.593797 1.651140
C 1.840688 0.049234 0.574638
C -0.199719 -0.386570 -0.092295
C -0.986815 -1.685459 1.830697
C 1.200433 0.793689 -1.643500
N -0.051337 -0.817968 1.198577
N 0.965326 0.172441 -0.426064
P -3.274587 2.175720 -2.637908
I -2.470189 0.826009 -0.827289
H 1.647636 -0.753382 2.595181
H 2.822204 0.439037 0.645006
H -0.815777 -2.379793 2.641813
H -1.987341 -1.233720 2.123120
H -1.447922 -2.389693 1.105778
H 0.471232 1.583829 -1.943815
H 2.258515 1.114584 -1.700359
H 1.034126 0.012219 -2.481059
H -2.194749 3.073619 -2.613660

Atomic forces in eV per Å
C 2.41 2.15 -2.95
C -0.32 -1.17 3.60
C 0.07 -0.09 1.38
C -5.06 -1.37 -0.43
C 0.36 -0.15 -4.56
N -0.88 -0.76 -0.42
N -1.48 -0.40 1.14
P -0.57 0.52 -0.49
I 0.40 -0.94 0.57
H -0.36 -0.58 0.65
H 0.67 0.31 -0.61
H 1.60 0.58 0.37
H 1.50 0.55 -0.01
H 0.91 0.32 -0.22
H 0.72 -0.26 0.88
H -0.82 0.09 -0.02
H 0.55 1.13 1.23
H 0.30 0.07 -0.11

***

No. 8
Entry from the Open Molecules 2025 dataset: 2 unconnected molecules or ions with the total composition C5H9INO2P in a non-equilibrium geometry (ωB97M-V/def2-TZVPD).

Properties
ΔE to the lowest compared entry with this formula, charge and spin	0.0000	eV
frontier orbital gap	8.840	eV
LUMO level	-0.520	eV

CARTESIAN COORDINATES (ANGSTROEM)
N -0.878472 1.601789 -0.415303
C -1.199343 0.204848 -0.408407
C -1.371741 -0.356363 1.050776
C -0.030982 -1.060217 1.307189
C 0.647681 -1.230918 0.134083
P 1.869578 -2.457501 -0.021040
O 2.123838 -2.942255 -1.352076
O 2.471201 -2.961004 1.201405
C -0.113250 -0.623578 -1.075278
H -1.299576 2.313215 0.163897
H 0.136382 1.815187 -0.532763
H -2.297523 0.126995 -0.778869
H -2.232843 -1.182838 1.075401
H -1.651965 0.378067 1.784825
H 0.376238 -1.477699 2.206321
H 0.468604 0.177376 -1.548251
H -0.380764 -1.213184 -1.900297
I 4.605621 0.723111 -0.014876
H 3.914548 -0.769899 -0.335350

Atomic forces in eV per Å
N 2.47 1.15 -1.05
C -3.86 0.05 1.66
C -0.07 -2.53 -0.28
C 0.01 0.15 -1.95
C -1.95 0.29 -0.11
P 0.29 -0.34 1.02
O 0.01 0.00 -1.55
O 0.00 0.25 0.67
C 1.17 2.14 1.34
H -0.38 -0.68 0.19
H -1.34 -0.34 0.30
H 1.96 -0.17 -0.32
H 1.83 1.54 0.00
H -0.01 0.41 0.24
H -0.18 -0.01 0.57
H 0.57 -0.45 -0.08
H -0.57 -1.46 -0.60
I -0.58 -1.10 -0.23
H 0.64 1.11 0.20

***

No. 9
Entry from the Open Molecules 2025 dataset: 2 unconnected molecules or ions with the total composition C5H9IO in a non-equilibrium geometry (ωB97M-V/def2-TZVPD).

Properties
ΔE to the lowest compared entry with this formula, charge and spin	3.6539	eV
frontier orbital gap (spin up / spin down)	6.091 / 6.185	eV
LUMO level (spin up / spin down)	-0.714 / -0.662	eV

CARTESIAN COORDINATES (ANGSTROEM)
C 1.721741 -2.413652 -0.027876
C 1.544905 -1.121349 0.063165
C -1.966087 0.047087 -0.466090
C -0.354610 1.411194 1.034181
C -0.728636 0.831178 -0.281417
O -0.056359 1.198264 -1.355002
I 3.028001 0.359831 -0.324410
H 2.651615 -2.938186 -0.242047
H 0.868547 -3.060251 0.144135
H -2.839549 0.663024 -0.239945
H -2.035446 -0.304542 -1.491905
H -1.980103 -0.797078 0.218662
H 0.721508 1.318964 1.205214
H -0.890129 0.930959 1.846905
H -0.575995 2.481835 1.048449
H 0.890593 1.392718 -1.132012

Atomic forces in eV per Å
C 0.97 -0.74 -0.15
C -2.33 1.15 0.15
C 0.05 0.10 -0.50
C 0.15 -0.03 0.02
C 2.00 -0.34 -0.33
O -1.12 -0.46 0.95
I 0.50 0.08 -0.16
H 0.05 0.05 -0.04
H -0.15 0.04 0.07
H 0.00 0.13 0.05
H -0.01 -0.05 0.01
H 0.12 0.01 0.08
H -0.05 -0.04 -0.13
H -0.03 -0.07 -0.02
H -0.17 0.09 -0.13
H 0.05 0.09 0.13

***

No. 10
Entry from the Open Molecules 2025 dataset: a molecular structure, C5H9MnO3 in a non-equilibrium geometry (ωB97M-V/def2-TZVPD).

Properties
ΔE to the lowest compared entry with this formula, charge and spin	4.1806	eV
frontier orbital gap (spin up / spin down)	5.157 / 8.004	eV
LUMO level (spin up / spin down)	-6.572 / -6.202	eV
charge	+1
multiplicity	6
⟨S²⟩	8.980

CARTESIAN COORDINATES (ANGSTROEM)
O 0.455211 -1.142015 0.497171
C -0.884997 -0.870568 0.235005
O -1.381151 -2.015905 0.049052
Mn 0.260469 -2.585937 -0.886311
O -0.810527 -0.100340 -1.197578
C -1.763149 0.642231 -1.939173
C 1.284906 -0.136057 1.123152
H 1.393394 0.724028 0.453121
H 0.738683 0.180850 2.019895
C 2.616065 -0.769815 1.438424
H 2.492252 -1.711070 1.990308
H 3.167387 -0.982000 0.512258
H 3.192804 -0.081487 2.069776
C -2.284838 1.740749 -1.051296
H -1.256011 1.072978 -2.817550
H -3.026783 1.336132 -0.345246
H -2.717814 2.511482 -1.707770
H -1.475898 2.186739 -0.443246

Atomic forces in eV per Å
O 1.08 1.06 0.51
C -0.05 -0.89 -4.04
O -1.38 -0.15 0.13
Mn -0.88 0.79 0.40
O 0.76 -1.33 0.93
C 1.40 1.23 2.30
C 0.32 0.61 0.39
H -0.13 -0.24 0.00
H 0.19 -0.10 -0.14
C 0.06 -0.12 0.05
H -0.03 0.28 -0.04
H 0.00 0.15 0.28
H -0.03 -0.21 -0.29
C -0.86 -0.12 -0.33
H -0.17 -0.96 -0.07
H 0.00 0.34 -0.24
H -0.11 -0.17 0.58
H -0.17 -0.17 -0.43

***

No. 11
Entry from the Open Molecules 2025 dataset: a gas-phase ion, C5H9N (charge -1) (ωB97M-V/def2-TZVPD).

Properties
ΔE to the lowest compared entry with this formula, charge and spin	0.0000	eV
frontier orbital gap (spin up / spin down)	6.518 / 5.952	eV
LUMO level (spin up / spin down)	4.522 / 4.502	eV
charge	-1
multiplicity	2
⟨S²⟩	0.764

CARTESIAN COORDINATES (ANGSTROEM)
C 2.069935 0.755546 0.016978
N 0.723219 0.533644 0.463130
C 0.006307 -0.331457 -0.280250
C 0.484378 -1.177476 -1.293508
C -2.055348 0.461944 1.031549
C -1.405640 -0.386423 0.025776
H 2.170854 0.741421 -1.076062
H 2.425030 1.717359 0.401295
H 2.788329 0.025865 0.440326
H -2.592142 -0.066132 1.830929
H -0.004924 -2.108113 -1.554172
H 1.560019 -1.244820 -1.424584
H -2.888276 1.017854 0.573792
H -1.286146 1.128193 1.426887
H -1.995592 -1.067409 -0.582083

Atomic forces in eV per Å
C -0.15 -0.18 0.65
N -0.37 0.34 -0.66
C 0.31 0.15 0.80
C 0.61 -0.23 0.08
C -0.52 0.34 -0.03
C 0.15 -0.85 -0.50
H 0.15 0.08 -0.12
H -0.02 0.17 -0.10
H 0.07 -0.25 -0.27
H 0.40 -0.28 0.20
H -0.55 0.23 -0.13
H 0.01 0.05 -0.06
H 0.20 0.36 -0.09
H -0.24 0.08 0.15
H -0.07 0.02 0.10

***

No. 12
Entry from the Open Molecules 2025 dataset: a single C5H9N molecule (ωB97M-V/def2-TZVPD).

Properties
ΔE to the lowest compared entry with this formula, charge and spin	5.2714	eV
frontier orbital gap (spin up / spin down)	7.625 / 7.618	eV
LUMO level (spin up / spin down)	-0.011 / -0.015	eV

CARTESIAN COORDINATES (ANGSTROEM)
C 2.047736 -0.779750 -0.638963
C -2.086200 0.119477 0.690216
C 0.245428 1.020213 0.123200
C 0.923070 -0.279431 0.216405
C -1.044650 0.473706 -0.307245
N 0.747336 0.370097 1.369555
H 0.730635 1.861881 -0.355326
H -0.150250 -0.965299 -0.102977
H -1.374635 0.676829 -1.327571
H 2.827149 -0.016407 -0.677237
H 2.469225 -1.692997 -0.214848
H 1.701218 -0.994825 -1.651714
H -2.611106 1.041694 0.975966
H -1.604087 -0.251231 1.600945
H -2.820869 -0.583956 0.299593

Atomic forces in eV per Å
C -0.04 -0.02 -0.04
C 0.05 -0.06 0.04
C -0.01 0.10 0.22
C -0.13 0.12 0.14
C 0.47 -0.10 0.21
N -0.24 0.01 -0.47
H -0.01 -0.06 -0.01
H -0.17 0.01 -0.05
H 0.02 -0.05 0.02
H -0.05 -0.03 0.01
H -0.03 0.06 -0.02
H 0.00 0.02 0.06
H 0.07 -0.05 -0.05
H 0.04 0.02 -0.06
H 0.05 0.04 0.01

***

no.,total energy (eV)
1,-20051.66534
2,-130894.54657
3,-15116.89345
4,-10091.94177
5,-12140.22297
6,-14913.51711
7,-25689.79906
8,-28305.17223
9,-15474.86326
10,-42779.05679
11,-6818.73280
12,-6815.72354